Record 1
Below is a 2-piece molecular cluster, C4H12N2O2 overall at a distorted geometry, with properties calculated with wB97M-V/def2-TZVPD.

Last column: natural (NBO) charge in e.
Atoms and positions in Å:
N -1.22422 -0.51843 2.22878  -0.855
C -0.23711 -0.90707 1.24312  -0.436
C 0.50442 0.26267 0.68952  0.604
N 1.02261 0.15368 -0.57822  -0.627
C 1.45281 -1.19016 -1.15094  -0.616
C 0.34958 -1.73121 -2.06987  -0.863
O 0.43137 1.41477 1.14646  -0.684
H -0.91199 0.29621 2.75215  0.375
H -1.53396 -1.22969 2.86742  0.353
H -0.72591 -1.35977 0.35772  0.198
H 0.41775 -1.67558 1.64272  0.195
H 1.63716 0.87081 -0.90587  0.391
H 2.34370 -0.84543 -1.68039  0.185
H 1.75102 -1.84002 -0.33888  0.181
H 0.66152 -2.04855 -3.07395  0.205
H -0.08367 -2.65625 -1.70198  0.205
H -0.29443 -0.88677 -2.31555  0.208
H -1.64847 2.60466 -0.20316  0.483
H -1.61284 1.62282 -1.43724  0.476
O -1.90651 2.50187 -1.11415  -0.977

Forces on atoms 1 to 3 (eV/Å):
-0.30 1.16 0.04
-0.66 -1.07 0.08
0.14 2.86 -1.39

M: 120.2 u
Energy: -419.54742 hartree
Charge: -1
Orbital gap (alpha / beta): 2.793 / 9.916 eV
Multiplicity: 2
Relative energy (zero: lowest compared OMol25 entry of this formula, charge and spin): 1.647 eV

---

Record 2
Below is a 2-piece molecular cluster, C4H12N2O2 overall at a distorted geometry, with properties calculated with wB97M-V/def2-TZVPD.

Last column: natural (NBO) charge in e.
Atoms and positions in Å:
C 0.35182 -0.60120 -1.98897  -0.417
N -0.95509 -0.49005 -1.35814  -0.613
C -1.04111 -1.22097 -0.12536  -0.206
C 0.04095 -0.85443 0.96076  0.178
N -0.16060 0.57969 1.28042  -0.710
C 1.05694 1.13956 1.88452  -0.408
O 1.24738 -1.25421 0.57760  -0.465
H 0.61766 -1.65809 -2.08077  0.165
H 1.10937 -0.08661 -1.39370  0.211
H 0.29336 -0.18094 -2.99037  0.195
H -0.91773 -2.28353 -0.37178  0.173
H -2.03985 -1.09311 0.29331  0.205
H -0.30598 -1.35875 1.87818  0.171
H -0.35910 1.16084 0.44082  0.442
H 1.89902 1.18110 1.19004  0.176
H 0.83219 2.13116 2.27076  0.185
H 1.37244 0.49971 2.71771  0.161
H -1.09987 0.52208 -1.23053  0.446
H -1.13911 2.98042 -1.10504  0.422
O -0.66152 2.16311 -0.99296  -1.313

Forces on atoms 1 to 3 (eV/Å):
-0.68 -0.53 -0.09
0.53 -0.43 0.40
-0.51 -0.64 -1.43

M: 120.2 u
Energy: -419.52563 hartree
Charge: -1
Orbital gap (alpha / beta): 7.822 / 6.101 eV
Multiplicity: 2
Relative energy (zero: lowest compared OMol25 entry of this formula, charge and spin): 2.240 eV

---

Record 3
Below is a 3-piece molecular cluster, C4H12N2O2 overall at a distorted geometry, with properties calculated with wB97M-V/def2-TZVPD.

Last column: natural (NBO) charge in e.
Atoms and positions in Å:
C 0.74193 -0.26083 0.25849  0.561
C -1.62047 0.03095 -0.39626  0.196
C 0.25798 0.89677 -0.36307  -0.369
C 1.00486 -1.53894 -0.47166  -0.703
N 2.48485 0.75788 0.13791  -1.074
N -2.43126 1.20168 -0.29071  -0.867
O 0.52354 -0.36121 1.59061  -0.698
O -1.98998 -0.98808 0.50938  -0.740
H 1.06057 -1.08850 1.93583  0.494
H -1.68212 -0.72347 1.38988  0.476
H -1.67502 -0.40435 -1.39267  0.153
H 2.82183 1.03624 -0.78390  0.336
H 2.48671 1.58986 0.72829  0.337
H -3.42251 0.96511 -0.31654  0.357
H -2.26260 1.69268 0.58148  0.350
H 0.39560 1.01282 -1.42737  0.237
H 0.07425 1.77069 0.24703  0.230
H 1.13136 -1.36453 -1.53882  0.235
H 1.92232 -1.98843 -0.08605  0.241
H 0.17817 -2.23633 -0.31185  0.249

Forces on atoms 1 to 3 (eV/Å):
4.41 1.40 0.27
0.91 1.74 -0.31
-5.45 -1.74 -0.21

M: 120.2 u
Energy: -419.44689 hartree
Charge: 0
Orbital gap (alpha / beta): 7.613 / 7.613 eV
Relative energy (zero: lowest compared OMol25 entry of this formula, charge and spin): 5.486 eV

---

Record 4
Below is one molecule with the formula C4H12N2O2 at a distorted geometry, with properties calculated with wB97M-V/def2-TZVPD.

Last column: natural (NBO) charge in e.
Atoms and positions in Å:
C 1.39858 1.52013 1.00765  -0.818
C 1.04223 -0.01866 1.18012  0.097
O -0.01274 -0.26347 2.05250  -0.736
C 0.63480 -0.54951 -0.36714  0.216
O 1.14570 0.31163 -1.28095  -0.718
N -0.82634 -0.69421 -0.37686  -0.352
C -1.56922 0.33983 -1.08594  -0.422
N -1.17526 -2.01800 -0.74822  -0.655
H 1.61616 1.33324 2.10763  0.289
H 2.41065 1.72696 0.66486  0.253
H 0.53129 2.17500 0.99432  0.246
H 1.93422 -0.57598 1.48956  0.171
H -0.77751 -0.48759 1.47954  0.493
H 1.06015 -1.55214 -0.46715  0.187
H 1.18828 1.27058 -0.72480  0.486
H -1.38168 0.32358 -2.16975  0.185
H -2.63334 0.18493 -0.90477  0.199
H -1.29100 1.31574 -0.69261  0.201
H -2.10467 -2.21871 -0.39358  0.350
H -1.19032 -2.12334 -1.76442  0.327

Forces on atoms 1 to 3 (eV/Å):
0.40 -2.43 4.44
-0.81 -0.61 -3.93
0.36 0.34 0.21

M: 120.2 u
Energy: -419.48605 hartree
Charge: 0
SMILES: C[C@@H](O)[C@H](O)N(C)N
Orbital gap: 9.799 eV
Relative energy (zero: lowest compared OMol25 entry of this formula, charge and spin): 4.420 eV

---

Record 5
Below is a 2-piece molecular cluster, C4H12N2O2 overall, with properties calculated with wB97M-V/def2-TZVPD.

Last column: natural (NBO) charge in e.
Atoms and positions in Å:
C -1.28910 -1.28295 0.77523  -0.628
C 0.14759 -1.23688 0.27340  0.212
N 0.14932 -0.56409 -1.01808  -0.343
O 1.46041 -0.53594 -1.58894  -0.603
O 0.89705 -0.49399 1.20851  -0.408
N 2.28130 -0.76027 1.24080  -0.511
H -1.63835 -0.25989 0.90687  0.231
H -1.92311 -1.80594 0.07017  0.209
H -1.31725 -1.79719 1.73279  0.225
H 0.57374 -2.25932 0.20014  0.140
H -0.43354 -1.07501 -1.67352  0.341
H 1.67857 0.40549 -1.64432  0.472
H 2.66627 -0.63320 0.30413  0.345
H 2.41768 -1.73679 1.51315  0.326
C -0.28803 2.30360 -0.44269  -0.363
C -1.59740 2.36677 -0.32531  -0.404
H 0.34491 2.08809 0.39875  0.204
H 0.20033 2.46746 -1.38954  0.178
H -2.09007 2.22581 0.62236  0.188
H -2.24032 2.58425 -1.16389  0.188

Forces on atoms 1 to 3 (eV/Å):
0.49 0.21 0.04
0.18 -0.40 -0.28
-0.01 0.20 0.04

M: 120.2 u
Energy: -419.43769 hartree
Charge: 0
SMILES: C[C@@H](NO)ON.C=C
Orbital gap: 10.123 eV
Relative energy (zero: lowest compared OMol25 entry of this formula, charge and spin): 5.736 eV

---

Record 6
Below is a 2-piece molecular cluster, C4H12N2O2 overall at a distorted geometry, with properties calculated with wB97M-V/def2-TZVPD.

Last column: natural (NBO) charge in e.
Atoms and positions in Å:
C -0.85116 1.09316 -0.29431  -0.243
N -1.88192 0.58478 -1.04200  -0.501
C 0.42357 0.11152 -0.22110  -0.004
C 0.05612 -1.21498 0.44912  -0.634
O -3.13579 -0.92734 0.72073  -0.992
N 1.50130 0.81892 0.34910  -0.466
C 2.88566 0.17564 -0.23616  0.123
O 2.98324 -1.07120 0.04416  -0.624
H -1.13853 1.18278 0.75426  0.260
H -0.50424 2.08492 -0.61381  0.200
H -2.87619 -0.32902 -0.03743  0.480
H -2.21760 1.28013 -1.70572  0.349
H 0.71947 -0.08161 -1.25460  0.226
H -0.13831 -0.96564 1.50070  0.202
H -0.78727 -1.78037 0.07952  0.251
H -4.07829 -1.14877 0.66288  0.469
H 1.56677 0.62098 1.35101  0.365
H 3.55793 0.84494 0.33585  0.143
H 2.90685 0.48842 -1.29590  0.121
H 1.00839 -1.76729 0.45372  0.277

Forces on atoms 1 to 3 (eV/Å):
-2.54 2.38 -0.83
0.80 0.50 0.73
2.34 -2.23 0.23

M: 120.2 u
Energy: -419.35942 hartree
Charge: 0
Orbital gap: 4.742 eV
Relative energy (zero: lowest compared OMol25 entry of this formula, charge and spin): 7.866 eV